{
  "formula": "C4H8BrNO",
  "method": "ωB97M-V/def2-TZVPD",
  "elements": ["C", "C", "C", "C", "N", "O", "Br", "H", "H", "H", "H", "H", "H", "H", "H"],
  "positions_angstrom": [[0.067, 0.339, -0.071], [0.495, -0.222, 1.221], [0.598, 1.632, -0.433], [-0.937, -1.404, -1.332], [-0.928, -0.230, -0.786], [0.244, -2.054, -1.471], [-1.600, 1.988, 2.984], [-0.244, 0.071, 2.049], [1.425, 0.093, 1.568], [0.394, -1.363, 1.128], [0.000, 2.399, 0.160], [0.499, 1.957, -1.455], [1.721, 1.561, -0.082], [-1.774, -1.763, -1.986], [0.039, -3.006, -1.494]],
  "spin_multiplicity": 1,
  "energy_ha": -2861.12783,
  "orbital_gap_ha": 0.194,
  "lumo_energy_ev": -1.84,
  "e_above_lowest_kj_mol": 265.6
}

=====

{
  "formula": "C4H8BrO2SZn",
  "method": "ωB97M-V/def2-TZVPD",
  "elements": ["Zn", "Br", "C", "C", "C", "S", "O", "O", "C", "H", "H", "H", "H", "H", "H", "H", "H"],
  "positions_angstrom": [[-5.505, 1.358, -3.156], [-3.294, 1.712, -2.690], [0.762, -0.667, -0.841], [-0.157, 0.472, -0.412], [-0.516, 0.177, 1.036], [1.095, -0.095, 1.765], [1.023, -0.996, 2.875], [1.712, 1.196, 1.892], [1.774, -0.912, 0.297], [1.280, -0.490, -1.782], [0.159, -1.568, -0.961], [-1.069, 0.618, -0.999], [0.353, 1.438, -0.442], [-1.134, -0.717, 1.143], [-1.052, 0.953, 1.578], [1.798, -1.968, 0.551], [2.772, -0.512, 0.146]],
  "spin_multiplicity": 1,
  "total_charge": 1,
  "energy_ha": -5058.87293,
  "orbital_gap_ha": 0.117,
  "lumo_energy_ev": -9.11,
  "e_above_lowest_kj_mol": 238.9
}

=====

{
  "formula": "C4H8BrOP",
  "method": "ωB97M-V/def2-TZVPD",
  "elements": ["C", "C", "C", "O", "P", "C", "Br", "H", "H", "H", "H", "H", "H", "H", "H"],
  "positions_angstrom": [[1.849, -1.326, -1.039], [1.276, -0.605, -0.093], [-0.156, -0.759, 0.310], [-0.423, -0.331, 1.622], [-1.207, 0.301, -0.866], [-0.933, 1.947, -0.075], [-3.173, -0.158, 0.002], [2.873, -1.174, -1.329], [1.309, -2.099, -1.563], [1.813, 0.173, 0.433], [-0.488, -1.798, 0.149], [-0.106, -0.984, 2.252], [-1.667, 2.649, -0.472], [0.066, 2.293, -0.339], [-1.032, 1.872, 1.008]],
  "spin_multiplicity": 1,
  "energy_ha": -3147.80742,
  "orbital_gap_ha": 0.359,
  "lumo_energy_ev": 0.77,
  "e_above_lowest_kj_mol": 0.0
}

=====

{
  "formula": "C4H8Cl2Si",
  "method": "ωB97M-V/def2-TZVPD",
  "elements": ["C", "C", "C", "C", "Si", "Cl", "Cl", "H", "H", "H", "H", "H", "H", "H", "H"],
  "positions_angstrom": [[-0.185, 0.097, 1.922], [0.409, 0.500, 0.824], [0.161, 0.569, 3.318], [0.715, -0.996, -2.994], [-0.795, -0.095, -2.196], [-1.211, 1.779, -3.062], [-2.509, -1.045, -1.944], [-1.081, -0.429, 1.807], [1.144, 1.157, 0.621], [0.299, -0.364, 4.061], [-0.650, 1.050, 3.825], [1.021, 1.114, 3.286], [1.275, -0.230, -3.312], [1.056, -1.620, -2.234], [0.350, -1.488, -3.920]],
  "spin_multiplicity": 1,
  "energy_ha": -1367.01049,
  "orbital_gap_ha": [0.305, 0.274],
  "lumo_energy_ev": [-0.32, 0.02],
  "e_above_lowest_kj_mol": 450.9
}

=====

{
  "formula": "C4H8Cl4",
  "method": "ωB97M-V/def2-TZVPD",
  "elements": ["Cl", "C", "C", "Cl", "H", "H", "H", "H", "Cl", "C", "C", "Cl", "H", "H", "H", "H"],
  "positions_angstrom": [[0.132, 1.085, 2.872], [0.315, 0.391, 1.245], [1.823, 0.416, 0.710], [2.430, 2.019, 0.163], [-0.517, 0.862, 0.723], [-0.035, -0.641, 1.235], [1.913, -0.309, -0.098], [2.430, 0.014, 1.522], [-3.151, 0.333, -0.663], [-1.700, -0.707, -0.695], [-0.370, -0.187, -1.408], [0.921, -1.372, -1.338], [-2.066, -1.646, -1.111], [-1.435, -0.886, 0.347], [-0.238, 0.817, -1.008], [-0.452, -0.191, -2.495]],
  "spin_multiplicity": 1,
  "energy_ha": -1997.91949,
  "orbital_gap_ha": 0.404,
  "lumo_energy_ev": 0.60,
  "e_above_lowest_kj_mol": 175.5
}

=====

{
  "formula": "C4H8Cl8",
  "method": "ωB97M-V/def2-TZVPD",
  "elements": ["Cl", "C", "Cl", "H", "H", "Cl", "C", "Cl", "H", "H", "Cl", "C", "Cl", "H", "H", "Cl", "C", "Cl", "H", "H"],
  "positions_angstrom": [[3.369, 2.038, 1.071], [1.815, 2.383, 0.265], [1.298, 4.068, 0.342], [1.943, 2.135, -0.779], [1.106, 1.738, 0.765], [-1.810, 1.736, 0.821], [-1.282, 0.313, -0.067], [-0.576, 0.780, -1.641], [-0.532, -0.244, 0.480], [-2.162, -0.293, -0.251], [0.624, -1.408, 2.606], [2.086, -0.984, 3.536], [2.766, -2.389, 4.381], [2.806, -0.612, 2.820], [1.799, -0.249, 4.275], [-2.256, -3.430, -3.536], [-2.603, -1.706, -3.853], [-3.670, -1.050, -2.600], [-1.657, -1.182, -3.807], [-3.067, -1.645, -4.827]],
  "spin_multiplicity": 1,
  "energy_ha": -3838.73148,
  "orbital_gap_ha": 0.426,
  "lumo_energy_ev": 0.51,
  "e_above_lowest_kj_mol": 7.0
}